# 1
Formula: C15H35BBrCl2F4OsSSi
Source: the OMol25 dataset
Level of theory: the ωB97M-V functional and the def2-TZVPD basis

LUMO energy (alpha / beta) = -9.56 / -12.34 eV
HOMO (alpha / beta) = -0.670 / -0.654 Eh
Charge = +3
Multiplicity = 5
Frontier orbital gap (alpha / beta) = 8.7 / 5.5 eV

The geometry in XYZ format:
```
61
Properties=species:S:1:pos:R:3:forces:R:3
Os 0.91328 -0.39164 0.74707 -0.183 0.206 -0.902
Cl -1.60771 -0.85925 1.50091 -0.071 -0.395 -0.066
C -1.43630 0.44537 2.66652 -0.235 0.243 0.328
Cl 0.31191 0.89371 2.78702 0.207 -0.182 -0.223
H -1.74241 0.09790 3.65072 -0.022 0.095 -0.088
H -1.97229 1.32423 2.31944 0.014 -0.060 0.064
F 1.79019 1.58091 -0.58829 0.047 0.045 0.045
B 0.54159 1.94311 -1.12630 -0.044 -1.144 0.193
F -0.38800 0.99389 -0.36211 0.153 0.464 0.011
F 0.43948 1.52947 -2.45774 -0.079 0.020 -0.711
F 0.18287 3.19407 -0.91719 -0.270 0.801 0.078
C 3.07916 -1.40690 3.06310 0.027 0.091 0.011
S 3.06174 -0.84555 1.33916 0.343 -0.331 0.276
C 3.76631 -2.29293 0.51993 -0.035 -0.001 -0.036
H 4.10535 -1.69318 3.28701 0.024 0.012 -0.018
H 2.41305 -2.25624 3.19324 0.006 -0.005 0.005
H 2.79766 -0.57447 3.70249 -0.020 0.004 0.001
H 3.16204 -3.17702 0.70598 -0.008 0.007 -0.002
H 4.76722 -2.41293 0.93191 -0.001 0.030 0.026
H 3.82677 -2.07918 -0.54250 0.006 -0.006 0.010
C 0.03476 0.34317 -7.42647 0.112 -0.099 0.069
C 0.39192 0.03816 -5.94313 -0.009 0.281 -0.335
C -0.63248 -0.90873 -5.33598 -0.019 -0.272 0.025
C 1.78093 -0.61899 -5.88492 -0.007 0.049 0.166
Si 0.47129 1.79908 -5.20449 -0.002 -0.078 0.535
Br 1.05714 -1.56110 -1.36389 0.036 -0.058 0.589
C 1.97198 2.91086 -4.97183 0.157 -0.244 -0.533
C 2.47098 2.99579 -6.45143 -0.052 0.087 0.118
C 1.81208 4.30637 -4.39239 -0.004 -0.074 -0.025
C 2.98366 2.07536 -4.14951 -0.037 0.342 -0.126
C -1.52750 2.83246 -5.23984 0.019 0.159 -0.204
C -1.08267 3.61372 -6.45363 -0.060 0.028 -0.040
C -2.63557 1.86231 -5.44495 0.004 -0.148 0.001
C -1.54021 3.54212 -3.92976 0.072 0.032 0.097
H 0.03484 -0.61726 -7.94790 0.023 -0.025 -0.003
H 0.76898 0.97203 -7.93367 0.005 0.041 0.013
H -0.95744 0.76393 -7.55717 -0.084 0.036 -0.011
H -0.55915 -1.84194 -5.90117 -0.034 0.019 -0.049
H -1.65431 -0.56891 -5.43077 -0.159 0.086 0.036
H -0.42542 -1.17132 -4.30102 0.040 0.172 0.133
H 1.70592 -1.54741 -6.45555 -0.036 -0.017 -0.006
H 2.06258 -0.87674 -4.86662 0.053 -0.022 0.065
H 2.56887 -0.03150 -6.34220 0.103 0.079 -0.072
H 1.83371 3.61320 -7.08339 -0.021 0.006 -0.036
H 2.62625 2.02772 -6.92541 -0.032 -0.080 -0.036
H 3.45227 3.47563 -6.42063 0.016 0.026 0.036
H 1.10637 4.93032 -4.93761 0.010 0.022 -0.004
H 2.78341 4.79975 -4.46256 0.023 0.003 0.032
H 1.53092 4.26979 -3.34730 -0.067 0.058 0.249
H 3.24047 1.13837 -4.62276 0.022 -0.227 -0.072
H 2.63770 1.89738 -3.14383 -0.021 -0.068 0.289
H 3.90531 2.65967 -4.09281 -0.023 0.067 -0.028
H -0.99206 3.01688 -7.36133 0.064 -0.035 -0.024
H -0.20508 4.23594 -6.28708 0.018 -0.015 -0.031
H -1.89597 4.32855 -6.66829 -0.067 -0.025 0.066
H -2.55902 1.28320 -6.35902 0.010 -0.074 -0.043
H -3.55368 2.45873 -5.55334 0.021 0.108 0.021
H -2.79828 1.22118 -4.58140 -0.005 -0.055 0.021
H -0.71692 4.23283 -3.79387 0.091 0.052 0.072
H -1.61425 2.85795 -3.09031 -0.002 -0.035 0.123
H -2.46507 4.14017 -3.91188 -0.014 0.003 -0.080
```
Forces are in eV/Å.

=====

# 2
Formula: C15H35BF4NO10
Source: the OMol25 dataset
Level of theory: the ωB97M-V functional and the def2-TZVPD basis

LUMO energy = 2.24 eV
HOMO = -0.111 Eh
Charge = -1
Frontier orbital gap = 5.3 eV

The geometry in XYZ format:
```
66
Properties=species:S:1:pos:R:3:forces:R:3
N 0.62694 -0.06058 0.79903 0.610 1.409 1.162
H 0.70167 -0.78398 0.09196 -0.278 0.232 -0.104
H -0.28022 0.32004 1.03687 -0.443 -0.486 -0.218
H 1.18970 0.76792 0.61715 0.023 -0.214 -1.076
H 1.09335 -0.32477 1.66479 0.289 -1.461 1.292
C -0.54449 -2.30825 3.31085 -0.393 0.346 -0.164
C 0.87900 -2.27840 3.91816 0.498 0.118 -0.711
C 1.20227 -3.76244 4.36108 -0.167 0.440 -1.031
O 1.75945 -1.64654 3.07858 -0.570 -0.954 -0.057
H -0.83018 -1.37488 2.82190 0.125 0.630 0.696
H -1.30848 -2.58249 4.04134 -0.240 -0.062 0.059
H -0.66352 -2.94198 2.42883 0.462 -0.834 0.176
H 0.87020 -1.75718 4.88168 -0.571 0.477 0.500
H 0.54759 -4.14654 5.14541 -0.071 0.268 0.310
H 2.24661 -3.87036 4.65334 -0.004 0.024 -0.055
H 0.97104 -4.37931 3.49018 0.428 -0.327 -0.175
B 2.90496 2.06439 0.98360 1.328 -0.791 1.211
F 4.16747 2.55367 0.98262 1.642 1.869 -0.070
F 1.92043 3.04107 1.14767 -0.447 0.175 -0.188
F 2.77964 1.35472 -0.18748 -1.136 -0.417 -2.411
F 2.88831 1.09325 1.96953 -0.976 -0.194 1.175
C 0.39524 4.56404 -2.28500 -0.855 1.121 -0.862
C 0.98473 3.18445 -2.21140 -0.457 -0.870 1.487
O 0.27404 2.23173 -2.97767 -1.999 -1.324 -3.037
C -0.52273 1.19935 -2.60146 2.158 0.483 1.472
O -0.64293 0.83898 -1.45637 -1.017 0.459 -0.745
O -0.93129 0.52653 -3.70330 -0.253 0.970 0.000
C -2.01236 -0.37132 -3.58700 -1.016 -1.492 0.836
H 1.04619 5.35019 -1.90243 0.193 -0.358 0.407
H -0.59453 4.70067 -1.84725 0.129 -0.466 0.666
H 0.15813 4.92409 -3.28827 0.487 -0.476 -0.522
H 0.89996 2.77052 -1.20584 0.853 0.518 0.317
H 1.99216 3.13321 -2.62190 0.052 0.139 0.427
H -1.88402 -1.21866 -4.25989 0.393 0.319 -0.254
H -3.02210 0.00719 -3.75353 0.316 0.952 -0.568
H -2.16251 -0.83147 -2.60920 0.884 0.219 0.355
C -4.05914 -0.22083 1.44660 0.577 -0.764 0.604
C -3.95236 0.71110 2.68231 1.857 -0.814 -1.838
O -3.54645 2.00902 2.17784 -0.117 1.205 0.143
C -2.23835 2.30188 1.91455 0.610 -2.052 1.021
O -1.30403 1.50805 2.08493 -2.000 2.016 -0.443
O -2.17900 3.56526 1.50088 -1.754 -1.050 1.007
C -0.95643 4.20910 1.34653 1.357 0.764 -1.352
H -4.87259 -0.03099 0.74700 -0.307 0.121 0.460
H -4.05679 -1.25166 1.80520 -0.707 -0.133 0.091
H -3.16814 -0.27968 0.81990 0.351 0.780 0.251
H -3.15863 0.38241 3.35372 0.052 -0.281 -0.134
H -4.87037 0.69875 3.26810 -0.113 0.947 -0.349
H -0.16263 3.94068 2.04213 -0.216 -0.367 -0.094
H -1.12163 5.28653 1.36766 -0.357 -0.052 0.486
H -0.67148 4.04493 0.30668 0.672 -0.311 0.199
C 2.78686 -1.33718 -4.83432 0.183 -1.604 0.478
C 2.32395 -1.29037 -3.34387 0.135 2.247 -0.771
O 2.11650 -2.56441 -2.70801 -0.237 0.030 -0.795
C 1.17562 -2.65577 -1.77185 -0.507 0.533 1.583
O 0.51603 -1.76574 -1.26776 0.312 -0.300 -1.393
O 1.09238 -3.89823 -1.34553 0.723 -0.899 -1.346
C 0.15868 -4.33437 -0.38674 -0.563 -0.360 1.202
H 2.09068 -1.86461 -5.48755 -0.153 -0.273 0.256
H 3.73686 -1.87266 -4.86288 -0.005 -0.213 -0.135
H 2.98580 -0.42154 -5.39071 -0.253 0.590 0.944
H 1.45638 -0.63245 -3.28994 -0.452 -0.580 0.180
H 3.06061 -0.71202 -2.78540 0.244 -0.415 0.234
H 0.27283 -5.41655 -0.33275 0.256 0.084 -0.054
H -0.90035 -4.17107 -0.58952 0.141 0.511 -0.637
H 0.34549 -3.92447 0.60618 0.295 0.200 -0.096
```
Forces are in eV/Å.

=====

# 3
Formula: C15H35CaF2N6O9S2
Source: the OMol25 dataset
Level of theory: the ωB97M-V functional and the def2-TZVPD basis

LUMO energy = -2.22 eV
HOMO = -0.449 Eh
Charge = +1
Frontier orbital gap = 10.0 eV

The geometry in XYZ format:
```
70
Properties=species:S:1:pos:R:3:forces:R:3
Ca 9.87704 -8.39362 22.19157 -0.416 0.911 1.002
N 10.91588 -9.49135 20.58749 2.266 -5.819 -0.896
S 11.45115 -9.17593 19.19216 0.486 6.955 -7.977
O 10.63253 -9.58001 18.02029 1.901 0.327 2.934
O 12.87509 -8.91434 18.96625 -1.962 -1.711 0.765
F 10.99273 -7.66717 19.42246 -0.767 1.672 -0.426
S 11.53197 -11.08099 20.37956 0.119 -5.703 3.843
O 12.96324 -11.29270 20.58009 -2.468 1.213 -0.285
O 10.87588 -11.95903 19.41606 0.745 2.170 1.428
F 10.87715 -11.54564 21.79917 0.369 0.196 -0.661
C 7.73289 -7.60103 26.25344 0.750 -1.371 -1.167
C 8.45437 -8.61034 25.29592 0.248 1.066 0.980
O 8.97221 -8.21146 24.25637 -0.121 0.342 0.179
N 8.56349 -9.86375 25.71180 -0.668 0.128 0.834
C 9.18895 -10.95229 25.01172 0.473 -0.526 0.181
H 7.76937 -7.93221 27.29127 -0.006 0.104 -0.061
H 6.69793 -7.58716 25.91172 -0.032 0.459 0.143
H 8.26693 -6.66252 26.10483 -0.437 0.062 0.145
H 8.13894 -10.05849 26.60730 0.080 -0.126 -0.147
H 9.48823 -10.64831 24.00866 -0.381 -0.283 0.165
H 8.51109 -11.80494 25.05155 -0.012 0.027 -0.586
H 10.08077 -11.28056 25.54557 0.175 0.139 0.012
C 14.06061 -8.61510 22.54429 0.545 0.323 0.610
C 13.02625 -8.76358 23.66128 0.077 -0.041 -0.959
O 11.86229 -8.99372 23.29798 0.263 0.131 1.098
N 13.41744 -8.71487 24.95792 -0.559 -0.119 -0.399
C 12.53988 -9.00611 26.09340 0.184 0.700 0.570
H 15.04931 -8.24951 22.82165 0.062 -0.269 0.621
H 13.78431 -7.89526 21.77384 -0.736 -0.339 -0.016
H 14.17898 -9.60906 22.11285 -0.108 0.089 -0.249
H 14.39496 -8.54913 25.15045 -0.167 -0.073 -0.118
H 12.67270 -8.25748 26.87443 0.297 0.289 -0.100
H 12.79157 -9.93618 26.60304 -0.205 -0.305 -0.484
H 11.48061 -8.91320 25.85378 0.207 -0.450 -0.497
C 8.21632 -5.17653 20.26411 0.585 0.508 0.012
C 7.54690 -5.93011 21.35398 0.562 -0.903 0.664
O 8.05268 -7.00139 21.72873 -0.898 0.257 -0.212
N 6.47543 -5.36723 21.92084 -0.798 -0.287 0.095
C 5.63268 -5.94773 22.99734 1.173 -0.180 0.578
H 7.94704 -4.12176 20.20885 -0.250 -0.087 -0.164
H 8.07360 -5.67486 19.30526 -0.011 0.060 0.045
H 9.27233 -5.21856 20.53094 0.109 -0.069 -0.313
H 6.35262 -4.42074 21.59042 -0.686 -0.144 0.341
H 6.00294 -5.59781 23.96096 -0.279 0.559 0.053
H 5.80287 -7.01586 23.13237 0.184 -0.096 -0.851
H 4.55376 -5.80816 22.92987 0.280 0.445 -0.489
C 11.56293 -5.24661 24.12079 -0.107 0.052 1.637
C 11.53955 -5.40058 22.68187 0.988 0.113 -1.619
O 11.01280 -6.39290 22.20830 -0.847 -0.576 -1.089
N 12.17321 -4.50201 21.90042 0.499 0.320 -0.790
C 12.31465 -4.59837 20.41639 -0.154 0.072 0.381
H 11.24035 -6.19427 24.55206 0.219 -0.039 -0.011
H 10.80375 -4.53177 24.43822 0.359 0.400 0.108
H 12.57469 -5.01460 24.45336 -0.216 0.337 0.324
H 12.77950 -3.82042 22.33396 -0.332 -0.072 0.157
H 11.36888 -4.37934 19.92079 -0.089 -0.403 0.120
H 12.72880 -5.55275 20.09123 -0.353 -0.141 0.187
H 12.99056 -3.83682 20.02740 0.116 0.116 0.573
C 5.86151 -10.11835 22.59317 -0.502 0.076 0.423
C 7.00819 -9.99685 21.65603 1.112 0.530 1.406
O 8.18251 -9.88136 22.08757 -1.151 -0.525 -0.748
N 6.71095 -10.02641 20.38140 0.295 -0.515 -1.445
C 7.74427 -9.98212 19.33967 -0.414 0.105 -0.111
H 4.94196 -9.87905 22.05908 -0.203 -0.503 0.212
H 5.88944 -9.46432 23.46470 0.500 0.255 -0.213
H 5.89533 -11.12003 23.02165 -0.397 -0.175 -0.258
H 5.76038 -10.12540 20.05474 0.109 -0.015 0.426
H 7.31572 -10.33881 18.40306 -0.105 0.237 0.055
H 8.58536 -10.64746 19.53462 -0.035 0.319 0.325
H 8.01896 -8.93124 19.24856 0.538 -0.199 -0.292
```
Forces are in eV/Å.

=====

Going through the records in order, we get energy above the lowest of the compared OMol25 structures with the same formula, charge and spin values of 0.7398 2.7105 2.3724 eV.